Here is C4H7NO2 in the gas phase from the Open Molecules 2025 dataset. Energies are from ωB97M-V/def2-TZVPD.

The geometry in XYZ format:
```
14
Properties=species:S:1:pos:R:3
C -1.40471 -1.02183 -0.40484
C -0.35790 -0.00204 -0.06604
N -0.60134 1.02036 0.65904
O -1.93610 1.02863 1.04106
C 1.05096 -0.20832 -0.51913
C 2.16295 0.59971 -0.02505
O 1.95482 -0.71808 0.46008
H -2.24586 -0.54993 -0.92305
H -0.99937 -1.82656 -1.02172
H -1.80810 -1.44434 0.52162
H -1.96317 1.68717 1.74280
H 1.14728 -0.69120 -1.49315
H 3.04319 0.72758 -0.65514
H 1.95736 1.39886 0.68350
```

Calculated values
Spin multiplicity: 1
ΔE to the lowest compared entry with this formula, charge and spin: 82.9 kcal per mole
Charge: 0
E_tot: -9843.6850 eV
SMILES: C/C(=N\O)[C@H]1CO1
Kohn-Sham gap: 10.69 eV

Here is 2 unconnected molecules or ions with the total composition C4H7NO2 from the Open Molecules 2025 dataset. Energies are from ωB97M-V/def2-TZVPD.

The geometry in XYZ format:
```
14
Properties=species:S:1:pos:R:3
O 0.68474 1.98320 1.55280
C 0.66158 0.81622 0.79617
C -0.19796 -0.31323 1.25294
N -0.79845 -0.76720 0.18174
C -0.60246 -0.06497 -0.99592
C 0.17957 1.06521 -0.65471
O 0.47665 2.10910 -1.23141
H 0.73704 2.68662 0.87811
H 1.67677 0.37718 0.68426
H -0.24939 -0.81885 2.20663
H -1.30692 -2.86112 -1.77636
H -1.36962 -1.60531 0.19826
H -2.02584 -3.04962 -1.80639
H -1.20705 -0.27594 -1.86396
```

Calculated values
Spin multiplicity: 1
ΔE to the lowest compared entry with this formula, charge and spin: 80.9 kcal per mole
Charge: 0
E_tot: -9843.7705 eV
Kohn-Sham gap (spin up / spin down): 7.97 / 7.97 eV

Here is C4H7NO2 in the gas phase from the Open Molecules 2025 dataset. Energies are from ωB97M-V/def2-TZVPD.

The geometry in XYZ format:
```
14
Properties=species:S:1:pos:R:3
C 1.44252 -1.01969 0.06723
C 0.60596 0.13850 -0.43465
C -0.87169 -0.21714 -0.74179
N -1.62847 0.57315 0.21518
C -0.72594 1.11001 1.15627
O -0.99366 1.55736 2.23366
O 0.53578 1.05849 0.66205
H 0.98910 -1.39366 0.99231
H 2.44815 -0.66353 0.30703
H 1.50649 -1.83710 -0.65563
H 1.07966 0.64723 -1.28122
H -1.05780 -1.28260 -0.56000
H -1.16526 0.00068 -1.77233
H -2.16484 1.32829 -0.18810
```

Calculated values
Spin multiplicity: 1
ΔE to the lowest compared entry with this formula, charge and spin: 10.5 kcal per mole
Charge: 0
E_tot: -9846.8233 eV
SMILES: C[C@H]1CNC(=O)O1
Kohn-Sham gap: 10.90 eV

Here is C4H7NO2 in the gas phase from the Open Molecules 2025 dataset. Energies are from ωB97M-V/def2-TZVPD.

The geometry in XYZ format:
```
14
Properties=species:S:1:pos:R:3
O -0.22233 2.51102 0.37100
C 0.02217 1.38588 1.00727
C -0.94566 0.34165 0.46387
N -0.12989 -0.69689 -0.11684
C 0.77208 -0.24715 -1.15339
C 0.04802 -1.90997 0.47072
O 0.84408 -2.74992 0.10282
H 0.41682 3.16418 0.69943
H 1.38775 0.56630 -0.74563
H -1.49844 -0.06377 1.32002
H -1.65290 0.72269 -0.28948
H 1.41092 -1.08065 -1.44156
H 0.19083 0.11125 -2.01151
H -0.64343 -2.05463 1.32327
```

Calculated values
Spin multiplicity: 1
ΔE to the lowest compared entry with this formula, charge and spin: 78.3 kcal per mole
Charge: 0
E_tot: -9843.8848 eV
Kohn-Sham gap: 9.43 eV

Here is C4H7NO2 in the gas phase in a non-equilibrium geometry from the Open Molecules 2025 dataset. Energies are from ωB97M-V/def2-TZVPD.

The geometry in XYZ format:
```
14
Properties=species:S:1:pos:R:3
C -0.97296 -0.91032 0.55773
C -0.49404 1.16707 -0.58661
C 0.15571 -0.10988 -0.24225
C 1.39267 0.10101 0.55626
N -2.14327 -0.50915 0.48920
O -2.46355 0.47276 -0.22511
O 0.48724 -0.87122 -1.42775
H -0.86214 -1.65599 1.25902
H -0.54329 1.99318 0.14150
H -0.79252 1.49483 -1.56808
H 1.94289 0.82615 -0.03608
H 2.16311 -0.84219 0.82453
H 1.01212 0.40179 1.49069
H 1.11804 -1.55806 -1.23305
```

Calculated values
Spin multiplicity: 1
ΔE to the lowest compared entry with this formula, charge and spin: 129.4 kcal per mole
Charge: 0
E_tot: -9841.6674 eV
Kohn-Sham gap (spin up / spin down): 8.90 / 8.90 eV

Here is C4H7NO2 in the gas phase in a non-equilibrium geometry from the Open Molecules 2025 dataset. Energies are from ωB97M-V/def2-TZVPD.

The geometry in XYZ format:
```
14
Properties=species:S:1:pos:R:3
H 0.20943 1.35633 0.14834
N -0.50001 1.05283 -0.48930
C -0.79369 -0.16328 -0.31300
C -2.33598 -0.08368 -0.20650
O 0.06475 -1.11147 0.22716
C 1.32606 -0.56887 0.67561
C 2.12011 0.11358 -0.43586
O 2.76139 1.12093 -0.26707
H -2.71943 -0.89435 0.38676
H -2.57687 0.86774 0.31306
H -2.79681 0.00932 -1.19080
H 1.20810 0.13345 1.51407
H 1.93051 -1.41031 1.04207
H 2.10244 -0.42222 -1.40453
```

Calculated values
Spin multiplicity: 1
ΔE to the lowest compared entry with this formula, charge and spin: 75.9 kcal per mole
Charge: 0
E_tot: -9843.9890 eV
SMILES: [H]/N=C(/C)OCC=O
Kohn-Sham gap: 10.19 eV

Here is C4H7NO2 in the gas phase from the Open Molecules 2025 dataset. Energies are from ωB97M-V/def2-TZVPD.

The geometry in XYZ format:
```
14
Properties=species:S:1:pos:R:3
C 1.24129 -1.40077 -0.15154
C 0.02585 -0.66101 -0.63911
O -0.41136 -0.77579 -1.76725
C -0.60466 0.36963 0.22960
N -1.94284 0.69147 -0.08454
C 0.45354 1.39643 0.46655
O -0.16504 0.66216 1.52460
H 2.12272 -1.11670 -0.73939
H 1.43697 -1.23104 0.91183
H 1.04267 -2.45930 -0.34041
H -2.53417 0.86426 0.71866
H -2.32219 0.05090 -0.77151
H 0.13053 2.40606 0.25679
H 1.52668 1.20369 0.38571
```

Calculated values
Spin multiplicity: 1
ΔE to the lowest compared entry with this formula, charge and spin: 51.3 kcal per mole
Charge: 0
E_tot: -9845.0546 eV
SMILES: CC(=O)[C@]1(N)CO1
Kohn-Sham gap: 9.98 eV

Here is 2 unconnected molecules or ions with the total composition C4H7NO2 from the Open Molecules 2025 dataset. Energies are from ωB97M-V/def2-TZVPD.

The geometry in XYZ format:
```
14
Properties=species:S:1:pos:R:3
N 1.65341 0.59150 1.74147
C 0.62469 0.15062 0.92416
C 0.57938 -1.01966 0.01381
C -0.60291 -0.55336 0.81167
O -0.55188 0.86480 0.45111
H 1.38516 1.30420 2.40776
H 2.41552 0.93275 1.16394
H 1.06384 -1.87852 0.47832
H 0.66374 -0.95792 -1.06899
H -1.37007 -1.01149 1.41665
C -1.46414 0.40071 -2.08234
O -1.39527 -0.77446 -2.34785
H -0.61153 1.08984 -2.22014
H -2.38995 0.86098 -1.68957
```

Calculated values
Spin multiplicity: 1
ΔE to the lowest compared entry with this formula, charge and spin: 113.2 kcal per mole
Charge: 0
E_tot: -9842.3690 eV
SMILES: N[C@@]12C[C@@H]1O2.C=O
Kohn-Sham gap: 9.65 eV

Here is C4H7NO2 in the gas phase from the Open Molecules 2025 dataset. Energies are from ωB97M-V/def2-TZVPD.

The geometry in XYZ format:
```
14
Properties=species:S:1:pos:R:3
O -0.82152 -1.30306 2.20233
C -0.04489 -0.75679 1.18626
C 1.69422 -0.42508 -1.69442
N 1.19640 0.59649 -1.03120
C -0.20861 0.94301 -0.81562
C -0.85375 0.22469 0.36060
O -2.01725 0.43267 0.63490
H -1.70550 -0.90957 2.10275
H 0.83362 -0.22724 1.59079
H 0.35360 -1.53705 0.51854
H 0.80724 -0.96627 -2.10219
H 1.86189 1.21763 -0.58120
H -0.77828 0.68921 -1.71520
H -0.31717 2.02137 -0.65634
```

Calculated values
Spin multiplicity: 1
ΔE to the lowest compared entry with this formula, charge and spin: 79.0 kcal per mole
Charge: 0
E_tot: -9843.8539 eV
Kohn-Sham gap: 9.51 eV

Here is 2 unconnected molecules or ions with the total composition C4H7NO2 in a non-equilibrium geometry from the Open Molecules 2025 dataset. Energies are from ωB97M-V/def2-TZVPD.

The geometry in XYZ format:
```
14
Properties=species:S:1:pos:R:3
O 1.10352 -2.09760 -0.11206
C 1.39156 -1.38754 0.92895
N 0.65032 -0.99993 1.97146
C -0.04457 0.26212 -0.90386
C -0.73664 0.64386 0.36981
C -1.36226 1.20198 -1.01602
O -1.15881 2.45181 -1.33721
H 2.52250 -1.09404 0.86072
H 0.96147 -1.35919 2.91166
H 0.98260 0.69857 -1.06635
H -0.14970 -0.49656 -1.68143
H -1.19837 -0.14489 0.90175
H -0.45617 1.51504 0.97663
H -2.26072 0.72438 -1.38239
```

Calculated values
Spin multiplicity: 1
ΔE to the lowest compared entry with this formula, charge and spin: 195.2 kcal per mole
Charge: 0
E_tot: -9838.8144 eV
Kohn-Sham gap: 4.13 eV

Number 5 is which compound?
C4H7NO2

What did the first record say?
Here is C4H7NO2 in the gas phase from the Open Molecules 2025 dataset. Energies are from ωB97M-V/def2-TZVPD.

The geometry in XYZ format:
```
14
Properties=species:S:1:pos:R:3
C -1.40471 -1.02183 -0.40484
C -0.35790 -0.00204 -0.06604
N -0.60134 1.02036 0.65904
O -1.93610 1.02863 1.04106
C 1.05096 -0.20832 -0.51913
C 2.16295 0.59971 -0.02505
O 1.95482 -0.71808 0.46008
H -2.24586 -0.54993 -0.92305
H -0.99937 -1.82656 -1.02172
H -1.80810 -1.44434 0.52162
H -1.96317 1.68717 1.74280
H 1.14728 -0.69120 -1.49315
H 3.04319 0.72758 -0.65514
H 1.95736 1.39886 0.68350
```

Calculated values
Spin multiplicity: 1
ΔE to the lowest compared entry with this formula, charge and spin: 82.9 kcal per mole
Charge: 0
E_tot: -9843.6850 eV
SMILES: C/C(=N\O)[C@H]1CO1
Kohn-Sham gap: 10.69 eV